(1)
This record from OMol25 describes 4 unconnected molecules or ions with the total composition C23H59ClN13O5P3 at a distorted geometry. The level of theory is ωB97M-V with the def2-TZVPD basis set.

Results
SMILES = N#C[C@@H](CON=O)[C@@](N)(Cl)C#N.CN(C)P(=O)(N(C)C)N(C)C.CN(C)P(=O)(N(C)C)N(C)C.CN(C)P(=O)(N(C)C)N(C)C
Calculated total energy = -94790.179 eV
Frontier orbital gap = 6.659 eV

Last column: Löwdin charge in e.
Atoms and positions in Å:
N: 2.21 2.24 -3.32  0.126
C: 1.16 1.81 -2.89  -0.216
C: -0.33 1.34 -2.47  -0.212
C: -0.83 0.35 -3.64  -0.167
O: -1.97 -0.49 -3.27  -0.149
N: -2.09 -1.37 -4.33  -0.009
O: -1.44 -2.36 -4.11  0.059
C: -0.28 0.69 -0.99  -0.711
N: -0.10 -0.78 -0.95  0.040
Cl: 1.22 1.41 -0.16  0.676
C: -1.58 1.22 -0.21  -0.151
N: -2.68 1.49 0.24  0.134
H: -0.98 2.29 -2.41  0.162
H: 0.08 -0.23 -4.02  0.136
H: -1.19 1.03 -4.51  0.148
H: 0.44 -1.01 -0.08  0.058
H: -1.05 -1.17 -0.75  0.099
C: -2.02 7.02 2.71  -0.129
N: -1.54 6.87 1.35  -0.312
C: -0.12 7.23 1.29  -0.142
P: -2.38 7.09 -0.13  0.756
O: -1.69 5.87 -0.77  -0.315
N: -3.92 6.29 -0.11  -0.359
C: -4.21 5.26 0.88  -0.127
C: -4.34 5.82 -1.43  -0.153
N: -3.18 8.52 0.54  -0.316
C: -2.41 9.75 0.56  -0.142
C: -4.50 8.64 1.13  -0.116
H: -2.09 8.07 3.02  0.074
H: -1.33 6.53 3.41  0.088
H: -2.98 6.55 2.88  0.052
H: 0.03 8.30 1.48  0.068
H: 0.31 6.99 0.32  0.071
H: 0.46 6.66 2.03  0.081
H: -3.39 4.55 1.00  0.078
H: -5.12 4.70 0.62  0.084
H: -4.46 5.72 1.84  0.052
H: -3.85 4.87 -1.70  0.073
H: -4.10 6.55 -2.20  0.071
H: -5.42 5.66 -1.45  0.078
H: -2.07 9.99 1.58  0.078
H: -2.99 10.60 0.18  0.081
H: -1.52 9.67 -0.07  0.074
H: -4.56 8.14 2.10  0.072
H: -5.28 8.25 0.48  0.083
H: -4.77 9.69 1.31  0.082
C: 3.59 -0.19 5.83  -0.127
N: 2.94 0.34 4.66  -0.311
C: 3.41 1.71 4.42  -0.138
P: 1.37 0.02 4.04  0.765
O: 1.87 0.02 2.58  -0.350
N: 1.04 -1.68 4.00  -0.356
C: 2.12 -2.65 4.09  -0.126
C: 0.14 -2.07 2.91  -0.153
N: 0.72 0.04 5.69  -0.313
C: 0.49 1.35 6.29  -0.139
C: 0.43 -1.07 6.58  -0.114
H: 3.23 0.27 6.76  0.075
H: 4.67 -0.03 5.78  0.090
H: 3.48 -1.27 5.93  0.052
H: 3.07 2.39 5.21  0.069
H: 3.05 2.10 3.47  0.071
H: 4.50 1.75 4.38  0.083
H: 2.97 -2.39 3.45  0.089
H: 1.78 -3.66 3.81  0.083
H: 2.45 -2.76 5.12  0.054
H: 0.67 -2.14 1.95  0.063
H: -0.67 -1.34 2.79  0.073
H: -0.32 -3.03 3.12  0.081
H: 1.25 1.58 7.04  0.079
H: -0.50 1.40 6.76  0.082
H: 0.51 2.13 5.53  0.075
H: 1.35 -1.55 6.93  0.073
H: -0.21 -1.81 6.11  0.084
H: -0.11 -0.74 7.47  0.084
C: 0.83 -5.11 -5.07  -0.125
N: 0.20 -6.26 -4.46  -0.308
C: -0.92 -5.82 -3.62  -0.143
P: 0.90 -7.75 -3.97  0.755
O: -0.31 -8.56 -4.46  -0.309
N: 1.93 -8.40 -5.19  -0.361
C: 1.85 -7.94 -6.57  -0.129
C: 1.97 -9.87 -5.19  -0.155
N: 2.31 -6.87 -3.34  -0.315
C: 2.16 -6.23 -2.04  -0.142
C: 3.60 -6.65 -3.96  -0.116
H: 1.39 -4.50 -4.35  0.076
H: 0.07 -4.46 -5.53  0.083
H: 1.50 -5.37 -5.88  0.052
H: -0.57 -5.25 -2.75  0.068
H: -1.51 -6.67 -3.26  0.071
H: -1.61 -5.19 -4.19  0.073
H: 0.82 -7.85 -6.92  0.088
H: 2.38 -8.60 -7.25  0.082
H: 2.36 -6.98 -6.68  0.053
H: 1.09 -10.30 -5.69  0.077
H: 2.01 -10.26 -4.17  0.071
H: 2.87 -10.23 -5.70  0.077
H: 2.06 -5.15 -2.15  0.079
H: 3.01 -6.44 -1.39  0.080
H: 1.27 -6.60 -1.53  0.073
H: 3.53 -5.96 -4.80  0.072
H: 4.06 -7.57 -4.29  0.083
H: 4.31 -6.20 -3.25  0.083

=====

(2)
This record from OMol25 describes C4H8O3 in the gas phase at a distorted geometry. The level of theory is ωB97M-V with the def2-TZVPD basis set.

Results
SMILES = C[C@H](O)CC(=O)O
Relative energy (zero: lowest compared OMol25 entry of this formula, charge and spin) = 211.9 kJ/mol
Calculated total energy = -10418.808 eV
Frontier orbital gap = 10.412 eV

Last column: natural (NBO) charge in e.
Atoms and positions in Å:
C: 0.06 1.73 -1.12  -0.640
C: -0.35 0.39 -0.47  0.104
O: -0.62 0.65 0.93  -0.779
C: 0.73 -0.70 -0.15  -0.516
C: 0.28 -2.04 0.61  0.785
O: 0.66 -3.19 0.30  -0.582
O: -0.49 -1.97 1.74  -0.687
H: 0.82 2.26 -0.34  0.223
H: -0.78 2.47 -1.11  0.223
H: 0.45 1.38 -2.02  0.223
H: -1.34 -0.04 -0.87  0.186
H: -1.17 1.47 1.05  0.474
H: 1.11 -0.87 -1.09  0.224
H: 1.50 -0.46 0.67  0.252
H: -0.87 -1.07 1.87  0.509

=====

(3)
This record from OMol25 describes a molecular structure, C33H57CaN4OP2 at a distorted geometry. The level of theory is ωB97M-V with the def2-TZVPD basis set.

Results
Relative energy (zero: lowest compared OMol25 entry of this formula, charge and spin) = 94.7 kJ/mol
Charge = +1
Calculated total energy = -80166.742 eV
Frontier orbital gap = 6.477 eV

Last column: Löwdin charge in e.
Atoms and positions in Å:
C: -1.86 -2.18 -0.01  -0.360
C: 0.45 -2.40 -0.39  -0.382
C: -2.07 -3.53 -0.27  -0.062
C: 0.23 -3.70 -0.92  -0.056
C: -1.02 -4.28 -0.80  -0.065
H: -3.06 -3.94 -0.08  0.112
H: 1.07 -4.22 -1.36  0.112
H: -1.20 -5.30 -1.14  0.111
N: -0.64 -1.62 -0.04  -0.012
P: -2.94 0.47 0.11  1.064
P: 2.29 -0.78 1.09  1.023
C: -3.07 -1.34 0.43  -0.295
H: -4.00 -1.73 -0.02  0.091
H: -3.17 -1.50 1.52  0.083
C: 1.78 -1.87 -0.20  -0.361
H: 2.41 -1.89 -1.09  0.020
C: 3.72 0.38 0.27  -0.640
C: 2.87 -2.27 2.18  -0.671
C: -3.60 0.59 -1.69  -0.681
C: -4.08 1.10 1.49  -0.705
C: 3.18 1.78 -0.07  -0.116
H: 2.72 2.27 0.80  0.060
H: 4.02 2.42 -0.39  0.097
H: 2.45 1.79 -0.90  0.036
C: 4.82 0.53 1.32  -0.114
H: 4.43 0.96 2.25  0.079
H: 5.32 -0.42 1.55  0.069
H: 5.60 1.21 0.94  0.090
C: 4.26 -0.27 -1.00  -0.110
H: 5.15 0.28 -1.35  0.099
H: 4.55 -1.31 -0.86  0.081
H: 3.52 -0.20 -1.81  0.035
C: 3.37 -1.70 3.52  -0.107
H: 2.55 -1.23 4.08  0.068
H: 3.78 -2.52 4.13  0.087
H: 4.16 -0.95 3.38  0.053
C: 1.67 -3.22 2.43  -0.075
H: 0.76 -2.67 2.71  0.061
H: 1.44 -3.82 1.53  0.071
H: 1.93 -3.92 3.24  0.097
C: 3.96 -3.01 1.40  -0.100
H: 3.54 -3.51 0.52  0.074
H: 4.77 -2.35 1.07  0.057
H: 4.40 -3.79 2.04  0.092
C: -4.29 2.60 1.27  -0.094
H: -4.93 2.99 2.08  0.092
H: -3.34 3.16 1.31  0.072
H: -4.79 2.83 0.32  0.068
C: -3.40 0.86 2.85  -0.101
H: -3.23 -0.21 3.04  0.072
H: -2.45 1.39 2.96  0.058
H: -4.09 1.22 3.63  0.097
C: -5.42 0.35 1.50  -0.091
H: -5.28 -0.73 1.67  0.080
H: -6.02 0.75 2.33  0.094
H: -6.00 0.49 0.58  0.060
C: -3.07 -0.60 -2.51  -0.092
H: -3.55 -1.55 -2.21  0.084
H: -3.31 -0.44 -3.57  0.096
H: -1.98 -0.72 -2.42  0.059
C: -3.02 1.89 -2.28  -0.113
H: -1.92 1.93 -2.20  0.043
H: -3.25 1.94 -3.36  0.090
H: -3.43 2.79 -1.81  0.076
C: -5.13 0.61 -1.78  -0.096
H: -5.58 -0.31 -1.37  0.082
H: -5.58 1.49 -1.30  0.073
H: -5.41 0.64 -2.85  0.094
Ca: 0.01 0.78 0.09  1.020
C: -0.01 -0.08 2.58  -0.151
O: -0.14 -0.43 3.68  0.047
N: 0.67 0.85 -2.15  0.085
C: 1.18 0.28 -3.05  -0.083
C: 1.53 -0.65 -4.16  -0.568
C: 2.49 -1.77 -3.73  -0.042
C: 0.21 -1.30 -4.57  -0.029
C: 2.26 0.17 -5.22  -0.035
H: 3.42 -1.35 -3.32  0.071
H: 2.04 -2.43 -2.99  0.071
H: 2.78 -2.39 -4.60  0.111
H: -0.53 -0.52 -4.81  0.094
H: 0.33 -1.98 -5.42  0.104
H: -0.19 -1.88 -3.72  0.088
H: 2.35 -0.39 -6.16  0.100
H: 1.77 1.14 -5.39  0.094
H: 3.28 0.40 -4.85  0.097
C: 0.78 4.89 4.22  -0.003
N: 0.42 4.30 2.93  -0.120
C: 0.13 5.01 1.77  -0.042
C: -0.11 4.08 0.81  -0.128
N: 0.05 2.80 1.35  -0.091
C: 0.37 2.99 2.65  -0.158
H: 0.78 5.99 4.13  0.098
H: 0.06 4.61 4.99  0.101
H: 1.78 4.57 4.53  0.102
H: 0.13 6.08 1.75  0.122
H: -0.39 4.25 -0.23  0.109
H: 0.56 2.23 3.40  0.122

=====

LUMO readings, ordered: -1.12, 0.43, -1.69 eV